This record from OMol25 describes a 14-piece molecular cluster, H28O14 overall in a non-equilibrium geometry. The level of theory is wB97M-V/def2-TZVPD.

Geometry as ORCA input:
```
! wB97M-V def2-TZVPD RIJCOSX def2/J DEFGRID3
* xyz 0 1
H -0.288 -1.058 -0.106
H -3.402 -0.167 1.814
H 3.071 1.404 0.642
H 0.952 3.618 1.867
H 1.804 -2.474 3.435
H -2.269 -1.637 -0.988
H 2.494 3.299 -1.488
O 4.457 -3.517 -1.990
O -5.043 -0.878 0.567
O -1.064 -3.791 -3.728
H -0.132 -3.661 -3.431
H 1.587 -4.020 3.049
H 3.205 3.623 -0.062
H -3.954 3.145 2.086
H -0.033 0.340 -0.241
H -2.724 3.287 1.313
H -0.068 4.652 1.260
H -2.662 -1.425 2.090
H 0.845 3.284 -0.019
O 0.389 -0.437 -0.446
H 4.084 -2.606 0.802
H -1.314 -4.669 -3.465
H 3.766 -2.854 -2.148
O -2.275 -1.162 -0.193
H -4.451 -0.636 -0.125
O -2.501 -0.537 1.894
H 2.669 -0.029 0.584
H -1.091 1.227 -2.784
O 1.401 -3.140 2.785
O 2.281 0.887 0.533
O -3.604 3.712 1.402
H -1.965 -0.300 -0.587
O 3.132 -2.518 0.899
H 0.927 1.793 0.125
O -2.018 1.434 -2.865
H -5.194 -1.830 0.355
H 2.897 -1.609 0.893
H -2.002 2.352 -3.283
O 2.387 3.269 -0.528
O 0.377 2.550 0.359
O 0.114 4.143 2.043
H 5.217 -3.065 -2.320
*
```

frontier orbital gap = 9.42 eV

***

This record from OMol25 describes a 2-piece molecular cluster, C3H11N2OS overall in a non-equilibrium geometry. The level of theory is wB97M-V/def2-TZVPD.

Geometry as ORCA input:
```
! wB97M-V def2-TZVPD RIJCOSX def2/J DEFGRID3
* xyz -1 1
H -0.995 -2.165 2.216
H -1.289 1.620 1.183
C -0.487 1.230 0.531
H -1.331 2.339 -1.098
H -1.919 -1.094 2.970
C -0.049 -0.380 2.344
O 1.568 -2.305 -1.650
H -0.253 0.557 2.856
H -1.666 0.600 -1.147
H 0.632 -0.373 0.390
H 1.555 -1.672 -2.380
H 0.962 -0.724 2.524
N -0.222 -0.165 0.898
H 0.374 1.865 0.770
C -0.935 1.349 -0.903
S 0.519 1.084 -2.025
H 0.789 -2.015 -1.150
N -0.958 -1.386 2.858
*
```

frontier orbital gap = 6.63 eV

***

This record from OMol25 describes C6H6N as an isolated structure in a non-equilibrium geometry. The level of theory is wB97M-V/def2-TZVPD.

Geometry as ORCA input:
```
! wB97M-V def2-TZVPD RIJCOSX def2/J DEFGRID3
* xyz 1 1
C -1.052 0.794 -0.621
H 3.028 -0.942 0.852
C 2.477 -0.619 -0.064
H 0.415 1.675 0.634
H -1.185 1.262 1.469
N -2.074 -0.711 -0.211
H -3.099 -0.938 -0.415
C -0.523 1.153 0.619
C 1.261 -0.370 -0.026
C -0.082 -0.200 0.192
H -1.161 1.094 -1.696
C -1.081 -1.287 0.342
H 3.076 -0.912 -1.074
*
```

frontier orbital gap (alpha / beta) = 6.51 / 6.51 eV

***

This record from OMol25 describes C21H13BrCl2N3OV as an isolated structure in a non-equilibrium geometry. The level of theory is wB97M-V/def2-TZVPD.

Geometry as ORCA input:
```
! wB97M-V def2-TZVPD RIJCOSX def2/J DEFGRID3
* xyz 1 4
C -2.195 -4.724 0.491
N -0.820 -2.323 0.134
C 2.732 0.419 -1.084
H -0.416 -5.622 -0.325
C -3.600 3.800 1.805
C 4.033 0.569 -1.604
N 2.118 -0.799 -0.929
H -3.776 -3.466 1.255
H 4.234 3.961 -1.419
V -0.079 -0.327 0.005
H -0.819 2.379 0.550
C -3.858 1.420 1.701
C -2.572 1.299 1.168
C -2.326 3.696 1.278
H -4.492 0.564 1.882
H -1.728 4.581 1.114
C -2.645 -1.049 0.998
C 2.811 -1.857 -1.294
H 5.725 -0.528 -2.380
C 4.109 -1.811 -1.820
C 4.724 -0.600 -1.977
C 4.558 1.884 -1.715
Cl 1.619 4.186 -0.334
C -4.369 2.662 2.018
N -1.984 0.030 0.818
O 0.764 1.317 -0.210
C 3.824 2.965 -1.330
C 2.524 2.799 -0.812
H 2.349 -2.829 -1.180
H -3.648 -1.043 1.410
C 1.968 1.551 -0.683
H 0.724 -3.452 -0.606
C -1.815 2.446 0.961
H 4.600 -2.733 -2.092
H -2.727 -5.655 0.629
Cl 6.153 2.114 -2.348
C -0.917 -4.710 -0.036
C -2.065 -2.345 0.647
H -5.364 2.749 2.430
C -0.273 -3.492 -0.196
C -2.779 -3.514 0.839
Br -4.302 5.489 2.240
*
```

frontier orbital gap (alpha / beta) = 5.88 / 6.10 eV